[1]
# C17H21NO4

A single C17H21NO4 molecule in a non-equilibrium geometry (the ωB97M-V functional and the def2-TZVPD basis, the Open Molecules 2025 dataset).

```
43
Properties=species:S:1:pos:R:3
C -4.690 4.779 4.675
C -4.436 3.361 4.189
O -3.101 3.297 3.730
C -2.633 2.119 3.232
C -3.365 0.939 3.138
C -2.781 -0.197 2.612
C -1.464 -0.189 2.165
O -1.000 -1.385 1.677
C 0.315 -1.474 1.196
C 0.489 -0.899 -0.179
C -0.136 0.119 -0.842
C 0.453 0.175 -2.124
C 1.399 -0.813 -2.160
C 2.298 -1.214 -3.259
O 2.307 -0.623 -4.323
N 3.075 -2.279 -2.957
C 4.015 -2.902 -3.880
C 5.097 -1.904 -4.291
C 3.278 -3.447 -5.102
O 1.419 -1.473 -0.971
C -0.732 0.990 2.255
C -1.314 2.125 2.783
H -5.710 4.870 5.037
H -4.534 5.483 3.862
H -4.002 5.024 5.480
H -5.129 3.111 3.374
H -4.587 2.646 5.011
H -4.389 0.889 3.471
H -3.342 -1.115 2.537
H 0.534 -2.546 1.151
H 1.026 -1.013 1.900
H -0.921 0.743 -0.467
H 0.219 0.849 -2.922
H 2.962 -2.689 -2.045
H 4.477 -3.733 -3.335
H 5.816 -2.385 -4.949
H 5.620 -1.528 -3.414
H 4.640 -1.069 -4.812
H 3.976 -3.947 -5.768
H 2.511 -4.157 -4.799
H 2.805 -2.627 -5.635
H 0.288 1.044 1.907
H -0.753 3.043 2.854
```

E_tot   -27649.3839 eV
Kohn-Sham gap   8.7 eV
Structure (SMILES)   CCOc1ccc(OCc2ccc(C(=O)NC(C)C)o2)cc1
Largest force on an atom   0.0249 Eh/bohr
HOMO   -8.06 eV
ΔE to the lowest compared entry with this formula, charge and spin   216.8 kJ/mol

---

[2]
# C17H21NO4

A single C17H21NO4 molecule in a non-equilibrium geometry (the ωB97M-V functional and the def2-TZVPD basis, the Open Molecules 2025 dataset).

```
43
Properties=species:S:1:pos:R:3
C 1.410 4.504 -0.757
O 0.996 3.466 0.093
C 1.511 2.218 -0.114
C 2.387 1.872 -1.127
C 2.823 0.560 -1.269
C 2.403 -0.421 -0.392
C 2.741 -1.869 -0.606
C 1.791 -2.478 -1.666
N 0.453 -1.946 -1.546
C -0.390 -2.347 -0.558
O -0.244 -3.398 0.042
C -1.485 -1.401 -0.280
C -1.595 -0.033 -0.686
C -2.700 0.466 -0.072
C -3.290 1.830 -0.063
O -3.288 -0.500 0.675
C -2.553 -1.624 0.557
C -2.983 -2.842 1.285
C 1.542 -0.070 0.648
C 1.084 1.225 0.797
O 0.219 1.644 1.761
C -0.220 0.706 2.713
H 1.120 4.316 -1.797
H 0.899 5.397 -0.399
H 2.492 4.663 -0.706
H 2.734 2.615 -1.826
H 3.494 0.312 -2.079
H 3.772 -1.989 -0.943
H 2.613 -2.414 0.329
H 1.734 -3.560 -1.533
H 2.149 -2.255 -2.673
H 0.332 -1.009 -1.897
H -0.937 0.524 -1.321
H -3.561 2.141 -1.071
H -2.569 2.544 0.333
H -4.179 1.835 0.561
H -3.182 -2.607 2.329
H -3.898 -3.243 0.849
H -2.194 -3.585 1.215
H 1.219 -0.841 1.329
H -0.898 1.251 3.369
H -0.757 -0.125 2.247
H 0.614 0.311 3.303
```

E_tot   -27649.6081 eV
Kohn-Sham gap   8.8 eV
Structure (SMILES)   COc1ccc(CCNC(=O)c2cc(C)oc2C)cc1OC
Largest force on an atom   0.0211 Eh/bohr
HOMO   -8.07 eV
ΔE to the lowest compared entry with this formula, charge and spin   195.2 kJ/mol

---

[3]
# C17H22

A single C17H22 molecule in a non-equilibrium geometry (the ωB97M-V functional and the def2-TZVPD basis, the Open Molecules 2025 dataset).

```
39
Properties=species:S:1:pos:R:3
C 1.877 5.629 -0.319
C 1.402 4.406 -0.102
C 2.378 3.286 0.165
C 1.816 1.981 -0.383
C 2.547 0.732 0.114
C 2.225 -0.556 -0.640
C 0.781 -0.980 -0.393
C 0.663 -1.611 0.977
C -0.358 -1.324 1.912
C -1.413 -0.274 1.712
C -2.407 -0.853 0.818
C -3.227 -1.310 0.039
C -4.236 -1.813 -0.840
C -5.163 -2.218 -1.505
C -6.291 -2.480 -2.392
C -6.833 -3.711 -2.556
C -6.417 -4.956 -1.815
H 2.888 5.929 -0.101
H 1.238 6.442 -0.671
H 0.335 4.270 -0.264
H 2.591 3.233 1.264
H 3.349 3.473 -0.274
H 1.841 1.917 -1.477
H 0.788 1.927 -0.074
H 2.406 0.603 1.176
H 3.599 0.910 0.033
H 2.894 -1.343 -0.349
H 2.385 -0.401 -1.707
H 0.071 -0.153 -0.563
H 0.446 -1.734 -1.117
H 1.444 -2.363 1.182
H -0.360 -1.893 2.821
H -1.860 0.000 2.678
H -0.996 0.632 1.264
H -6.755 -1.626 -2.893
H -7.630 -3.811 -3.247
H -6.135 -5.698 -2.555
H -5.576 -4.761 -1.114
H -7.294 -5.323 -1.275
```

E_tot   -17980.4038 eV
Kohn-Sham gap   9.2 eV
Structure (SMILES)   C=CCCCCC/C=C\CC#CC#C/C=C\C
Largest force on an atom   0.0920 Eh/bohr
HOMO   -8.38 eV
ΔE to the lowest compared entry with this formula, charge and spin   0.0 kJ/mol

---

Q: Which value of ΔE to the lowest compared entry with this formula, charge and spin does entry 1 give?
A: 216.8 kJ/mol

---

Q: Kohn-Sham gap of number 1 (C17H21NO4)?
A: 8.7 eV